The following is a quantum chemistry calculation of an isolated molecule of C27H31FN4O4, from the OMol25 dataset.

HOMO energy, eV: -7.4
SMILES: COc1cc(C(=O)NC[C@H](c2cccnc2)N2CCN(c3ccc(F)cc3)CC2)cc(OC)c1OC
E_tot, Eh: -1667.27251
Energy above the lowest of the compared OMol25 structures with the same formula, charge and spin, eV: 1.665

ORCA input file:
```
! RIJCOSX wB97M-V def2-TZVPD def2/J DEFGRID3
* xyz 0 1
H 6.50954 -0.57497 1.05978
C 7.27091 -2.80010 3.44750
C -3.40685 0.60998 -0.46846
C -5.28028 3.13067 -4.49101
N -1.81388 0.84907 1.31065
C 2.98481 0.61844 2.12485
H -1.28823 3.86240 -4.00447
H -7.45594 -0.20001 -0.26283
H 3.97444 -3.32142 3.17283
C -5.40642 0.70002 -1.79349
H -6.85100 -1.52282 -1.29880
H -5.07346 4.01015 -3.87678
F 8.33935 -3.25166 4.14752
H 0.80576 1.63360 1.41972
H -6.17073 3.31099 -5.09336
C 6.35364 -1.33631 1.80760
H -4.42821 2.94160 -5.14689
H 0.82839 -1.90273 2.35817
C -0.01918 -1.14072 -0.37436
C 0.50734 0.09208 0.00417
O -5.59707 2.00676 -3.70186
C 3.83917 0.00587 1.00014
H -5.14651 -0.52469 -0.03776
H -1.75430 1.80372 0.99401
H -0.56196 -2.37993 -2.03869
C -2.65793 0.00262 0.66116
H 2.25553 -1.92181 0.31304
C -0.14864 -1.43613 -1.72092
H 1.27939 1.93989 -0.79675
C -3.45910 1.99041 -2.45323
H 5.91187 -4.13892 4.40271
O -6.69182 0.38469 -2.10369
C 5.06913 -1.85891 2.01878
C 0.61615 0.55130 1.44751
H -0.73453 0.89855 3.10665
H -1.42388 3.80103 -2.23186
C 1.81320 -1.43940 2.38087
O -2.78658 -1.16255 0.98824
C 0.87033 0.96010 -1.02137
H 3.33879 0.13105 0.03372
H 8.42773 -1.38464 2.34334
C 4.93664 -2.88217 2.96572
H -8.34992 -0.66302 -1.73249
C -2.79114 1.50199 -1.33556
H 4.80064 0.51281 0.96091
C -0.74946 0.36480 2.15292
C -7.35903 -0.55340 -1.29471
C -4.79322 1.61580 -2.67760
N 4.01214 -1.41333 1.24187
H 2.86411 1.69147 1.96691
H -0.83899 2.37341 -3.13891
H 2.83778 -3.12807 1.46037
C 7.44457 -1.79363 2.51530
H -0.34993 -1.85591 0.36228
H -1.75961 1.77217 -1.17809
C 6.02655 -3.35331 3.67242
O -2.86288 2.82225 -3.36572
C -4.70849 0.19069 -0.71313
N 0.74120 0.69028 -2.30891
C -1.52893 3.22310 -3.15635
H 0.14142 -0.65964 -3.71389
N 1.68194 0.00055 2.26207
H -0.96491 -0.68682 2.34450
C 2.71655 -2.05787 1.29728
H 3.51610 0.46802 3.07300
H 2.25763 -1.63260 3.36439
C 0.24032 -0.48487 -2.65095
*
```

Results of the Löwdin charge analysis, in e, for atoms 1 through 4: number 1, H, carries 0.105; number 2, C, carries -0.290; number 3, C, carries -0.132; number 4, C, carries -0.066